Here is 10 unconnected molecules or ions with the total composition C48H118N10O4 from the OMol25 dataset. Energies are from ωB97M-V/def2-TZVPD.

frontier orbital gap	8.1675	eV
ΔE to the lowest compared entry with this formula, charge and spin	219.52	kJ/mol
SMILES	CCN(CC)CC.CCN(CC)CC.CCN(CC)CC.CCN(CC)CC.CCN(CC)CC.CCN(CC)CC.CN(C)C=O.CN(C)C=O.CN(C)C=O.CN(C)C=O
strongest force on any atom	0.0711	hartree/bohr

Last columns: bonded neighbours and bond lengths (Å).
Positions of all 180 atoms, in Å:
1 C 2.62785 0.54303 2.86052  C38 1.575, H87 1.082, H93 1.101, H118 1.089
2 H -4.35770 6.15016 1.46181  C101 1.082
3 H 3.86173 -1.04304 -4.95514  C135 1.118
4 H -0.89414 0.06159 -1.75138  C74 1.077
5 H -1.86309 -5.92358 1.96023  C138 1.116
6 H -0.73970 3.66968 0.57699  C132 1.089
7 H -4.33015 -2.83013 -3.50699  C136 1.112
8 C 3.59799 -3.06170 0.44236  C65 1.505, N127 1.461, H131 1.074, H179 1.125
9 H -5.69580 6.57154 2.50331  C101 1.070
10 H 4.95528 5.16514 -1.74592  C45 1.080
11 H -1.52102 1.11832 -3.76117  C24 1.097
12 C 5.46303 -3.42014 1.88114  H19 1.122, H37 1.097, C122 1.532, N127 1.455
13 H 1.46514 4.21964 0.93098  C42 1.078
14 H -0.36652 0.41992 5.73439  C165 1.111
15 H -2.01450 -1.37998 2.16823  C146 1.030
16 H -1.21694 -1.83960 3.69443  C146 1.112
17 H -6.47062 3.61747 2.12991  C134 1.101
18 H -3.27488 3.93716 3.80867  C123 1.076
19 H 5.25536 -2.50761 2.49976  C12 1.122
20 N -4.88310 4.71455 2.85868  C101 1.441, C123 1.462, C134 1.363
21 H 0.68760 -0.70082 -1.73528  C74 1.095
22 N -4.22044 -2.00138 -1.49476  C97 1.415, C136 1.474, C144 1.336
23 H -2.42638 1.51336 -0.62662  C81 1.133
24 C -1.38162 2.15591 -4.08756  H11 1.097, H61 1.115, C158 1.513, H171 1.136
25 H 2.18759 -2.62050 2.76789  C115 1.094
26 H 2.48198 -3.19739 -3.50264  C160 1.135
27 H 0.31500 2.87788 4.45087  C157 1.070
28 H 2.79622 2.31813 4.96166  C102 1.073
29 H 1.32569 0.92651 0.15462  C106 1.106
30 H 1.57038 6.39397 -0.52813  C166 1.062
31 H -3.31561 -6.21109 2.81153  C138 1.075
32 H -5.99330 4.90269 -5.12023  C82 1.093
33 H -5.82251 -2.83637 -2.58693  C136 1.074
34 H -2.25105 0.30808 0.61189  C81 1.095
35 C 3.70055 0.97061 -1.52623  C43 1.581, H64 1.081, H91 1.125, H108 1.122
36 H 1.64324 -2.24940 -6.14596  C169 1.080
37 H 6.10553 -3.10118 1.05174  C12 1.097
38 C 1.30048 0.48747 3.70614  C1 1.575, N54 1.440, H109 1.111, H113 1.085
39 O -1.60499 -3.22267 -4.68668  C114 1.200
40 H -2.32017 3.75228 -5.05660  C158 1.072
41 H 5.32133 0.07150 -6.82003  C70 1.118
42 C 1.19001 3.18348 1.04008  H13 1.078, H79 1.077, C132 1.500, H168 1.097
43 C 3.92204 0.67687 -3.06381  C35 1.581, H76 1.104, N121 1.461, H167 1.086
44 H 6.03567 1.02705 -5.49873  C70 1.089
45 C 4.23653 5.95532 -1.58833  H10 1.080, H90 1.092, N142 1.438, H164 1.118
46 H -0.39347 -1.77793 2.06671  C146 1.119
47 H 1.73196 -4.80825 -3.32321  C160 1.111
48 H -4.37678 -5.32285 4.73679  C88 1.084
49 H 3.45862 3.70330 -2.74782  C173 1.081
50 H -5.88167 -1.07734 -1.07899  C97 1.092
51 C -5.06846 2.28254 -1.68096  H59 1.105, H78 1.130, C148 1.511, H162 1.074
52 H 0.13450 3.03458 -0.82749  C132 1.089
53 H -3.82849 5.02247 -4.26192  C172 1.060
54 N 1.62734 0.57315 5.10562  C38 1.440, C102 1.477, C165 1.445
55 O 1.49088 3.80475 -2.52045  C173 1.207
56 H -3.16703 2.24531 -5.41598  C158 1.131
57 C 4.78178 -1.45675 -2.46569  H73 1.093, N121 1.453, C145 1.511, H176 1.060
58 H 6.48477 -5.33067 2.13586  C122 1.100
59 H -5.53392 1.32313 -1.39106  C51 1.105
60 H 5.97096 -3.12484 -1.71787  C145 1.093
61 H -0.58576 2.09423 -4.86644  C24 1.115
62 H -4.61007 -4.85688 1.15435  C92 1.069
63 H 6.02360 -4.57182 3.64795  C122 1.088
64 H 3.08258 1.84994 -1.40834  C35 1.081
65 C 2.32218 -3.60405 -0.14413  C8 1.505, H100 1.105, H120 1.097, H163 1.090
66 H 0.29473 -0.40671 0.59798  C106 1.129
67 N -3.55254 3.16786 -3.47514  C148 1.479, C158 1.500, C172 1.430
68 H 2.49239 -4.98401 2.07761  C125 1.081
69 H 2.33523 1.89740 6.55029  C102 1.098
70 C 5.16130 0.44109 -5.77728  H41 1.118, H44 1.089, C135 1.571, H137 1.092
71 H -3.04863 3.18606 0.90833  C84 1.097
72 H -3.21756 5.69952 3.47483  C123 1.077
73 H 3.75705 -1.83020 -2.53654  C57 1.093
74 C 0.12163 0.17951 -1.41205  H4 1.077, H21 1.095, H75 1.112, C106 1.482
75 H 0.48494 0.96048 -2.11570  C74 1.112
76 H 2.96098 0.44379 -3.55534  C43 1.104
77 H -2.47834 2.33150 2.37366  C84 1.089
78 H -4.35101 2.74611 -0.94186  C51 1.130
79 H 0.95131 3.17961 2.09021  C42 1.077
80 H -3.79268 1.70874 1.50577  C84 1.099
81 C -1.99884 1.35414 0.41100  H23 1.133, H34 1.095, C84 1.513, N133 1.420
82 C -5.51718 3.93404 -4.94941  H32 1.093, H155 1.084, C172 1.532, H175 1.073
83 H -0.00754 -1.77294 -5.67203  C169 1.089
84 C -2.82536 2.20681 1.34917  H71 1.097, H77 1.089, H80 1.099, C81 1.513
85 H -4.22153 5.17403 4.79470  C123 1.088
86 H -3.58923 -4.55725 6.19161  C88 1.085
87 H 3.34737 -0.11632 3.32791  C1 1.082
88 C -3.79340 -4.49688 5.12793  H48 1.084, H86 1.085, H96 1.086, C130 1.545
89 H -0.02625 -2.05452 6.47748  C111 1.108
90 H 4.38606 6.28485 -0.55782  C45 1.092
91 H 3.18896 0.09122 -1.04714  C35 1.125
92 C -3.65419 -5.29121 0.95318  H62 1.069, H99 1.093, C138 1.528, H174 1.070
93 H 3.09208 1.54113 2.88223  C1 1.101
94 H -4.92357 4.62744 -3.03744  C172 1.093
95 H 2.02582 7.39487 -1.79437  C166 1.072
96 H -4.43952 -3.66152 4.87435  C88 1.086
97 C -4.93106 -1.21247 -0.55946  N22 1.415, H50 1.092, H104 1.084, H161 1.084
98 H 5.58565 -1.55696 -4.88179  C135 1.123
99 H -3.15793 -4.57399 0.29379  C92 1.093
100 H 2.53286 -4.59764 -0.58060  C65 1.105
101 C -5.24702 5.77258 1.94993  H2 1.082, H9 1.070, N20 1.441, H147 1.076
102 C 1.95698 1.95147 5.52049  H28 1.073, N54 1.477, H69 1.098, C157 1.548
103 H 1.44537 -1.46410 -4.58254  C169 1.138
104 H -5.12108 -1.69020 0.39490  C97 1.084
105 H -1.83164 -5.21997 4.46927  C130 1.090
106 C 0.29318 0.55698 0.01035  H29 1.106, H66 1.129, C74 1.482, N133 1.477
107 N -2.68148 -4.16324 2.91445  C112 1.478, C130 1.471, C138 1.459
108 H 4.69829 1.19002 -1.06289  C35 1.122
109 H 0.60287 1.26975 3.33746  C38 1.111
110 H 2.19653 -3.76983 4.22073  C115 1.098
111 C 0.68947 -1.53594 5.80920  H89 1.108, H117 1.108, H149 1.085, C165 1.504
112 C -1.50765 -3.49751 2.31042  N107 1.478, H116 1.086, H128 1.100, C146 1.509
113 H 0.87403 -0.47057 3.42597  C38 1.085
114 C -0.59723 -3.79540 -4.37527  O39 1.200, N153 1.378, H178 1.077
115 C 2.74923 -3.33553 3.37659  H25 1.094, H110 1.098, C125 1.538, H126 1.105
116 H -1.63544 -3.56406 1.23411  C112 1.086
117 H 1.68909 -1.88267 6.13752  C111 1.108
118 H 2.51601 0.21156 1.82896  C1 1.089
119 H 3.86379 -5.18493 3.15469  C125 1.129
120 H 2.05083 -2.94224 -0.97595  C65 1.097
121 N 4.97822 -0.29877 -3.32124  C43 1.461, C57 1.453, C135 1.452
122 C 6.39679 -4.36150 2.64787  C12 1.532, H58 1.100, H63 1.088, H154 1.096
123 C -3.80666 4.87254 3.83524  H18 1.076, N20 1.462, H72 1.077, H85 1.088
124 H -0.04333 2.65260 6.14249  C157 1.086
125 C 3.33501 -4.44487 2.48647  H68 1.081, C115 1.538, H119 1.129, N127 1.487
126 H 3.52076 -2.70763 3.85689  C115 1.105
127 N 4.22092 -3.99015 1.38280  C8 1.461, C12 1.455, C125 1.487
128 H -0.64164 -4.07952 2.65755  C112 1.100
129 H 0.82794 0.29305 6.96265  C165 1.090
130 C -2.46305 -4.33818 4.35848  C88 1.545, H105 1.090, N107 1.471, H139 1.084
131 H 4.32192 -2.87536 -0.32924  C8 1.074
132 C -0.04581 2.90228 0.23843  H6 1.089, C42 1.500, H52 1.089, N133 1.475
133 N -0.60741 1.58103 0.57767  C81 1.420, C106 1.477, C132 1.475
134 C -5.67177 3.60384 2.88744  H17 1.101, N20 1.363, O180 1.222
135 C 4.89437 -0.68731 -4.71803  H3 1.118, C70 1.571, H98 1.123, N121 1.452
136 C -4.92913 -2.26570 -2.75968  H7 1.112, N22 1.474, H33 1.074, H140 1.118
137 H 4.31027 1.12481 -5.75810  C70 1.092
138 C -2.83313 -5.44456 2.23228  H5 1.116, H31 1.075, C92 1.528, N107 1.459
139 H -2.00185 -3.45191 4.77887  C130 1.084
140 H -5.24227 -1.32212 -3.27154  C136 1.118
141 H 1.08408 3.88603 5.72092  C157 1.080
142 N 2.92825 5.43241 -1.87591  C45 1.438, C166 1.500, C173 1.324
143 H -4.83660 1.57248 -3.72995  C148 1.073
144 C -2.91192 -2.23420 -1.36220  N22 1.336, H150 1.076, O177 1.213
145 C 5.84801 -2.51632 -2.61684  C57 1.511, H60 1.093, H152 1.093, H170 1.086
146 C -1.34222 -2.02734 2.60510  H15 1.030, H16 1.112, H46 1.119, C112 1.509
147 H -5.94141 5.41185 1.21205  C101 1.076
148 C -4.26354 1.99283 -2.92590  C51 1.511, N67 1.479, H143 1.073, H151 1.099
149 H 0.50582 -1.93483 4.81716  C111 1.085
150 H -2.45187 -2.58765 -2.26897  C144 1.076
151 H -3.54406 1.21309 -2.63808  C148 1.099
152 H 5.63920 -3.19747 -3.44588  C145 1.093
153 N 0.69901 -3.44841 -4.68828  C114 1.378, C160 1.466, C169 1.452
154 H 7.38967 -3.89738 2.63829  C122 1.096
155 H -6.18723 3.16869 -4.57339  C82 1.084
156 H 0.85692 6.06264 -2.08579  C166 1.123
157 C 0.73935 2.90386 5.43257  H27 1.070, C102 1.548, H124 1.086, H141 1.080
158 C -2.63181 2.82955 -4.60930  C24 1.513, H40 1.072, H56 1.131, N67 1.500
159 H 2.57011 -4.35316 -4.87030  C160 1.104
160 C 1.90583 -3.99849 -4.06328  H26 1.135, H47 1.111, N153 1.466, H159 1.104
161 H -4.44828 -0.25531 -0.39614  C97 1.084
162 H -5.80993 3.02872 -1.89976  C51 1.074
163 H 1.52585 -3.77094 0.58046  C65 1.090
164 H 4.48587 6.77787 -2.30292  C45 1.118
165 C 0.62307 -0.04000 5.94475  H14 1.111, N54 1.445, C111 1.504, H129 1.090
166 C 1.80164 6.37233 -1.56448  H30 1.062, H95 1.072, N142 1.500, H156 1.123
167 H 4.28443 1.62400 -3.45187  C43 1.086
168 H 2.07324 2.53587 0.97843  C42 1.097
169 C 0.94630 -2.16708 -5.32486  H36 1.080, H83 1.089, H103 1.138, N153 1.452
170 H 6.80396 -2.04274 -2.82180  C145 1.086
171 H -0.90429 2.69084 -3.20580  C24 1.136
172 C -4.42109 4.21495 -3.91596  H53 1.060, N67 1.430, C82 1.532, H94 1.093
173 C 2.60313 4.25135 -2.37776  H49 1.081, O55 1.207, N142 1.324
174 H -3.73642 -6.19877 0.39174  C92 1.070
175 H -5.18264 3.62625 -5.92165  C82 1.073
176 H 4.89468 -1.22361 -1.43756  C57 1.060
177 O -2.22932 -1.90213 -0.41632  C144 1.213
178 H -0.70419 -4.65928 -3.74109  C114 1.077
179 H 3.43227 -2.03898 0.88193  C8 1.125
180 O -5.55565 2.69742 3.69919  C134 1.222